(1)
Molecular formula: C19H51AgAsN4Si3
Method: DFT, ωB97M-V/def2-TZVPD

Calculated values
Multiplicity: 1
Lowest unoccupied orbital energy, eV: -1.82
Total charge: +1
Gap between HOMO and LUMO, eV: 8.86
Highest occupied orbital energy, eV: -10.68

Structure (XYZ):
```
79
Properties=species:S:1:pos:R:3:forces:R:3:mulliken_charge:R:1
Ag 1.0549 -0.2346 -0.0560 -0.2 0.1 0.1 1.936
As -1.3929 0.8371 -0.4127 -0.2 0.2 -0.1 -0.054
Si -3.4825 0.0126 0.3476 -0.4 -0.3 0.2 0.413
Si -1.6424 1.2432 -2.7382 0.3 0.0 -0.5 0.358
Si -1.2849 3.0109 0.5316 0.4 0.4 0.2 0.398
N 0.3792 -2.4419 -0.8278 -0.1 -0.1 0.1 0.009
N 3.2059 -1.7897 -0.8368 0.0 0.0 -0.1 -0.144
N 0.8484 -1.0701 2.2994 0.0 -0.2 0.2 -0.176
N 2.9624 0.6352 1.1294 -0.2 0.1 0.0 0.052
C 3.0616 0.0543 2.4724 -0.2 0.0 0.0 -0.786
C 5.1102 -0.4895 0.3396 -0.2 0.0 0.0 -0.658
C 1.4189 -2.4116 2.1459 0.0 -0.1 0.0 0.001
C -2.8438 2.6083 -3.2275 0.1 -0.2 0.2 -0.986
C 0.4511 -3.4240 1.5334 0.0 0.2 -0.1 -1.264
C 0.4640 3.5937 0.0784 -0.2 -0.1 0.0 -0.763
C 2.7774 -3.1833 -0.9890 -0.1 0.0 0.0 -0.803
C -2.1284 -0.3535 -3.6285 0.0 0.2 0.3 -1.119
C -0.3688 -2.9844 0.3194 0.1 -0.1 0.0 -0.071
C 4.2465 0.7693 0.4102 0.0 -0.1 -0.1 -1.162
C 0.1239 1.7049 -3.2459 -0.2 0.0 0.1 -0.869
C 1.3374 -3.3345 -1.4864 0.2 0.1 0.1 -1.229
C -1.4235 2.7948 2.4090 0.0 -0.1 -0.3 -1.023
C -2.5146 4.3234 -0.0378 0.0 -0.3 0.0 -1.110
C 4.6255 -1.7321 -0.4487 0.0 0.1 0.0 -0.902
C -4.8764 1.2375 0.0149 0.3 -0.1 0.0 -1.002
C 1.6875 -0.1706 3.0987 0.1 0.1 -0.1 -1.265
C -3.3706 -0.2988 2.2080 0.1 0.2 -0.3 -0.994
C -3.8349 -1.6370 -0.5140 0.2 0.3 0.0 -1.147
H 2.5986 1.5773 1.2439 0.0 0.0 0.0 0.184
H -4.7219 2.1642 0.5708 0.0 0.0 0.0 0.211
H -2.9654 2.6318 -4.3124 0.1 -0.1 0.0 0.383
H 4.0180 1.1250 -0.5972 0.0 0.0 0.0 0.357
H -0.9701 -3.8507 0.0127 0.0 0.0 0.0 0.558
H 1.3132 -3.1140 -2.5555 0.0 0.0 0.0 0.468
H 1.1620 0.7854 3.1771 0.0 0.0 0.1 0.302
H -2.4794 3.5865 -2.9122 0.0 0.0 0.0 0.257
H -0.2785 -3.7298 2.2884 0.0 -0.1 0.0 0.474
H 5.3556 -0.7902 1.3579 0.1 0.0 0.0 0.328
H 1.0285 -4.3168 1.2825 0.0 0.0 0.1 0.420
H 3.5691 -0.9050 2.4012 0.1 0.0 0.0 0.480
H -2.5103 5.1561 0.6692 0.1 0.0 0.0 0.392
H -3.5365 3.9457 -0.0969 0.0 0.0 0.0 0.288
H -3.1649 -0.6297 -3.4269 0.0 0.0 0.0 0.320
H -4.9102 -1.7747 -0.6414 0.0 0.0 0.0 0.426
H 5.2578 -1.8519 -1.3351 0.0 -0.1 0.0 0.529
H 0.8429 1.1042 -2.6816 0.0 0.0 0.0 0.001
H 2.2898 -2.3149 1.4989 0.0 0.0 0.0 -0.228
H 4.8194 -2.6049 0.1767 0.0 0.0 0.0 0.261
H 1.8485 -0.5540 4.1147 0.0 0.0 0.0 0.471
H -2.4636 -0.8517 2.4654 0.0 0.0 0.0 0.109
H -2.4527 2.9266 2.7488 0.0 0.0 0.0 0.347
H 0.4581 4.1258 -0.8751 0.0 0.0 0.0 0.335
H -3.4612 -2.4773 0.0735 0.0 0.0 0.0 0.349
H -1.0922 1.8006 2.7170 0.0 0.0 0.0 0.107
H -1.4891 -1.1888 -3.3312 0.0 0.0 0.0 0.248
H 1.7629 -2.8171 3.1087 0.0 0.0 0.0 0.356
H -3.3737 -1.6844 -1.5018 -0.1 0.0 0.0 0.239
H -0.8113 3.5329 2.9310 0.0 0.0 -0.1 0.436
H 1.0516 -4.3867 -1.3671 0.0 0.0 -0.1 0.287
H -4.2268 -0.8874 2.5439 0.0 0.0 -0.1 0.446
H 6.0557 -0.1733 -0.1027 0.0 0.0 0.0 0.476
H -1.0581 -2.1929 0.6231 -0.1 0.0 0.0 -0.451
H 1.1350 2.7372 -0.0264 0.0 0.0 0.0 -0.209
H 0.3305 2.7556 -3.0297 0.0 0.0 0.0 0.287
H -3.3686 0.6364 2.7698 0.0 0.0 0.0 0.305
H -2.2481 4.7225 -1.0169 0.0 0.0 0.0 0.339
H -4.9487 1.4831 -1.0462 0.0 0.0 0.0 0.258
H -3.8316 2.4608 -2.7878 0.0 0.0 0.0 0.238
H 3.1061 -1.3314 -1.7379 0.0 0.0 0.0 0.359
H 0.8782 4.2692 0.8300 -0.1 0.0 0.0 0.437
H 2.8807 -3.6692 -0.0169 0.1 0.0 0.0 0.335
H -0.3198 -2.1817 -1.5124 0.0 0.1 0.0 -0.032
H -5.8352 0.8181 0.3266 0.0 -0.1 0.0 0.421
H 3.4271 -3.7312 -1.6850 0.0 -0.1 0.0 0.557
H 3.6493 0.6887 3.1469 0.0 0.0 0.0 0.396
H -0.0563 -1.1425 2.7536 0.0 0.0 -0.1 0.161
H -2.0276 -0.2289 -4.7083 0.0 0.1 0.0 0.433
H 0.3077 1.5419 -4.3095 -0.1 0.0 0.0 0.458
H 4.8645 1.5363 0.8934 0.0 0.0 0.0 0.453
```
Forces are in eV/Å.

(2)
Molecular formula: C19H51HgN4O5
Method: DFT, ωB97M-V/def2-TZVPD

Calculated values
Multiplicity: 1
Lowest unoccupied orbital energy, eV: -6.64
Total charge: +1
Gap between HOMO and LUMO, eV: 4.23
Highest occupied orbital energy, eV: -10.87

Structure (XYZ):
```
80
Properties=species:S:1:pos:R:3:forces:R:3:mulliken_charge:R:1
Hg 0.3898 -3.8679 2.5713 -0.1 2.4 -0.8 1.187
O -3.3409 0.6005 -2.3122 -1.4 -0.7 2.6 -0.400
O 0.2842 -2.2389 0.9346 -1.7 -1.7 1.7 -0.549
O -1.9924 -3.9607 2.2615 0.9 -0.2 -0.5 -0.456
O 5.0636 1.0616 -4.2414 -0.6 -1.8 1.8 -0.425
O 0.7833 3.5552 3.8572 -1.5 0.6 -0.1 -0.361
N 2.0316 1.5335 -4.1846 1.0 0.1 -0.2 -0.658
N 0.0957 0.6928 3.6258 -1.2 0.4 -0.4 -0.101
N -0.5129 -2.1271 4.0707 -0.7 -1.0 -1.3 -0.437
N -2.3577 -2.0470 -4.6910 0.7 0.3 -0.5 -0.751
C -2.5925 -0.1001 -3.2506 -0.4 1.2 -0.7 -0.126
C -2.7075 -1.0508 4.6125 0.8 -1.2 -0.3 -1.174
C 0.8408 -1.7220 -1.3906 0.0 -0.5 -0.2 -1.202
C 2.2043 2.1774 -1.8096 2.0 -1.3 -0.9 -1.208
C -2.5260 -2.7756 2.7669 -1.4 0.1 0.1 -0.842
C -3.6137 -2.4474 -2.6873 -0.8 1.7 0.0 -0.938
C 1.3483 1.2471 4.1280 -1.3 -0.3 -1.1 0.112
C -3.2761 -1.3934 -3.7882 0.5 -0.6 1.6 0.310
C 2.3236 0.1357 3.9430 1.7 -0.1 0.9 -1.399
C 0.6109 4.6827 2.9885 1.5 -0.9 -2.1 -0.761
C -2.3409 -4.1675 0.8867 1.5 -1.4 -1.1 -0.529
C 1.6635 2.5479 3.3909 1.3 0.8 1.1 -0.595
C 2.9915 2.0013 -3.1490 -0.9 0.2 0.2 0.504
C -0.5709 -0.1993 0.0749 -0.2 0.7 -0.8 -0.606
C 5.7830 2.2281 -4.4534 -1.2 1.1 -1.9 -0.754
C -1.9664 -2.3969 4.0872 -0.9 1.9 1.7 0.272
C -3.0547 1.9537 -1.9261 -0.3 -0.6 -1.3 -0.571
C 4.2401 1.0877 -3.0734 -0.8 0.5 -0.1 -0.766
C 0.5344 -1.2102 0.0473 2.1 -0.1 -1.2 0.817
H 3.8090 0.0956 -2.9393 0.5 -0.3 0.0 0.332
H -0.2990 -1.6110 4.9121 0.6 -0.4 0.4 0.340
H 2.6773 2.8704 3.6282 0.4 0.0 0.3 0.467
H -3.6643 2.3361 -1.1074 -0.8 -0.8 -0.2 0.217
H -1.5809 -0.2166 -2.8617 0.3 -0.8 0.0 -0.182
H 2.0130 -0.7534 4.4918 -0.1 0.0 0.1 0.333
H -3.3287 -4.5162 0.5852 -0.4 0.0 1.2 0.353
H 1.5498 5.2217 2.8618 0.1 0.4 0.7 0.355
H 3.2677 0.4434 4.3927 0.3 -0.2 -0.1 0.445
H 6.6101 2.0300 -5.1352 0.3 -0.2 0.6 0.271
H -0.2235 5.3840 3.0023 -0.2 -0.4 1.6 0.340
H -2.8515 -2.5410 -1.9138 0.5 -0.3 -0.4 -0.268
H 2.5398 -0.1875 2.9247 -0.3 0.4 -0.3 0.178
H 2.8687 2.6997 -1.1212 -0.6 0.7 0.0 0.439
H 0.1385 -2.4670 -1.7646 -0.4 -0.3 0.6 0.390
H -1.3352 -0.4415 -0.6636 -0.9 -0.4 0.9 0.084
H -2.1156 -3.1730 4.8378 -0.3 -0.1 -0.1 0.418
H -1.6323 -4.9767 0.7098 -0.3 -0.1 -1.0 0.296
H -0.5951 1.4095 3.7969 -0.5 0.1 0.2 0.294
H -2.4180 -0.1660 4.0457 0.3 -0.2 -0.1 0.219
H 2.5768 0.9500 -4.8029 0.2 0.2 -0.8 0.336
H 1.3646 0.8466 -3.8630 -0.3 0.2 0.9 0.147
H -4.4462 -2.0234 -2.1258 -0.3 -0.2 0.1 0.380
H -0.3773 -1.4166 3.3659 0.4 0.5 -0.3 0.244
H 1.2388 2.6099 -2.0722 0.1 0.1 0.6 0.378
H 1.7397 2.4490 2.3080 -0.8 -0.3 -0.4 0.177
H -2.4267 -1.9609 2.0497 0.1 0.1 -0.2 0.327
H -2.2326 -1.4892 -5.5237 -0.3 0.1 -0.5 0.310
H 0.1429 0.6997 2.6169 0.2 -0.2 -0.4 -0.479
H 0.5023 4.3124 1.9691 -0.2 -0.5 -0.4 0.225
H -3.5657 -3.0835 2.8770 -0.5 1.0 0.3 0.516
H -3.9201 -3.3808 -3.1595 0.3 0.0 0.2 0.458
H -2.3708 -0.9323 5.6424 -0.2 0.2 0.0 0.414
H -0.2258 0.7364 -0.3649 0.6 0.2 0.1 0.213
H 1.8164 -2.2022 -1.4662 0.1 0.0 0.3 0.418
H -3.7972 -1.0526 4.5869 0.0 -0.6 0.1 0.395
H 3.3133 3.0227 -3.3526 0.0 0.0 -0.7 0.306
H 6.0136 2.8439 -3.5840 0.3 -0.4 0.2 0.328
H 2.1820 1.1810 -1.3682 -0.9 -0.2 0.1 0.023
H 1.4004 -0.6489 0.3981 0.6 0.0 -0.1 -0.096
H -2.0682 2.1549 -1.5084 0.6 -0.3 -0.8 0.093
H 5.0671 2.7575 -5.0821 0.4 1.3 -0.1 0.303
H 1.0823 1.4217 5.1705 0.9 0.4 0.2 0.531
H -2.1201 -3.3483 0.2024 0.4 0.4 0.6 0.103
H -2.4719 0.5588 -4.1105 0.2 0.1 -0.6 0.532
H -1.4530 -1.9292 -4.2577 0.5 -0.6 0.2 0.208
H -0.8202 0.0512 1.1060 -0.8 -0.3 -0.3 0.053
H -4.1908 -1.1699 -4.3373 0.0 0.3 0.2 0.442
H 4.8115 1.3924 -2.1967 0.3 -0.1 0.2 0.445
H 0.8193 -1.0293 -2.2319 0.1 0.8 0.5 -0.029
H -3.3499 2.4383 -2.8568 0.7 1.3 0.3 0.384
```
Forces are in eV/Å.

(3)
Molecular formula: C19H52N4O23S5
Method: DFT, ωB97M-V/def2-TZVPD

Calculated values
Multiplicity: 1
Lowest unoccupied orbital energy, eV: -0.23
Gap between HOMO and LUMO, eV: 10.40
SMILES: CCOS(C)(=O)=O.CCOS(C)(=O)=O.CCOS(C)(=O)=O.CCOS(C)(=O)=O.CCOS(C)(=O)=O.C[N+](=O)[O-].C[N+](=O)[O-].C[N+](=O)[O-].C[N+](=O)[O-]
Highest occupied orbital energy, eV: -10.63

Structure (XYZ):
```
103
Properties=species:S:1:pos:R:3:forces:R:3:mulliken_charge:R:1
S -1.8860 -4.2469 -5.8143 -1.1 -0.7 1.7 1.141
S -0.5302 5.6335 -2.4470 -0.2 -0.1 -0.8 1.088
S 7.2283 -1.8662 -2.6191 0.9 1.2 -0.3 1.047
S -2.2188 -3.7794 1.9530 0.1 -0.8 0.7 1.045
S -3.5417 0.2673 7.4258 -0.5 0.5 1.0 1.127
O -1.6540 5.1328 -3.2807 2.8 0.9 2.0 -0.591
O -5.8217 1.3938 -1.8213 -0.8 -0.1 1.4 -0.476
O 3.0706 1.4399 0.1557 0.6 0.8 0.3 -0.533
O -3.4292 0.5118 8.8762 -0.1 -0.4 -3.2 -0.599
O 2.9723 4.6127 2.8311 1.0 1.3 -0.2 -0.505
O 7.6202 -0.5199 -2.1791 -1.6 -2.4 -0.4 -0.581
O 7.6698 -1.1957 4.4567 -2.2 -0.6 -0.9 -0.497
O -3.6199 -4.6839 1.9769 2.1 0.9 -0.6 -0.275
O 2.3352 0.5298 -1.6134 -0.1 -0.4 -1.9 -0.540
O -3.0641 1.6358 6.6622 -0.2 -1.0 1.2 -0.292
O 8.2064 -2.9166 -2.4221 -1.3 0.5 -0.4 -0.573
O -1.5382 -4.0793 0.7108 -0.9 0.1 1.3 -0.575
O -4.6908 2.0310 -0.1015 -2.5 -0.6 -0.1 -0.456
O 4.3867 6.1599 3.4387 0.1 -0.3 0.3 -0.525
O -2.9033 -0.8878 6.7908 -1.1 1.7 1.0 -0.562
O 5.7806 -2.3217 -1.8709 1.9 1.8 -0.4 -0.204
O 0.9578 4.9668 -2.9526 -1.6 0.6 1.8 -0.190
O -0.5224 5.5539 -0.9930 0.0 -0.4 -2.1 -0.561
O -2.4923 -2.4060 2.3129 -0.1 -1.1 -0.3 -0.532
O 5.5972 -1.3637 5.0437 0.2 -0.4 -1.7 -0.509
O -3.3622 -4.2854 -5.9359 3.0 0.4 0.4 -0.604
O -1.3856 -2.6836 -5.5436 -0.3 -1.3 -0.6 -0.311
O -1.0896 -4.9281 -6.8071 -0.4 1.6 0.3 -0.578
N 2.1755 1.0420 -0.5488 0.3 -0.8 1.6 0.958
N 6.4592 -1.3874 4.1725 2.0 1.3 2.3 0.820
N -5.7871 1.7858 -0.6584 3.0 1.4 -0.8 0.746
N 3.6940 5.5964 2.6241 -0.8 -0.9 0.3 0.863
C 6.7000 -1.7285 -4.4347 -0.6 -0.9 1.8 -0.865
C 2.4557 4.2839 -4.7806 0.7 0.0 1.3 -1.305
C 6.1980 -1.5459 2.7189 -0.1 0.1 -0.4 -0.670
C 0.8322 1.0336 0.0719 -0.3 -0.8 -0.7 -0.811
C -1.3636 -4.6522 3.3612 0.0 0.1 -1.7 -0.891
C -4.5490 -4.3113 2.9895 -1.4 -0.5 0.2 -0.150
C 4.0772 -3.9362 -1.2543 -0.1 1.6 -0.5 -1.154
C -7.0756 2.2107 -0.0069 0.3 -0.4 -0.2 -0.667
C -2.5261 2.6961 4.6390 1.0 4.3 -1.9 -1.457
C -2.1796 -1.9160 -4.6023 -0.7 1.2 -0.3 -0.051
C 1.1418 4.8366 -4.3277 -0.8 -0.3 -2.5 -0.070
C 3.6707 6.2100 1.2813 -1.1 -0.4 -0.5 -0.680
C -2.7420 1.4666 5.2780 -0.3 -3.4 0.1 0.139
C -0.1826 7.3734 -2.8914 -0.4 -1.7 0.2 -0.902
C -1.7296 -0.4437 -4.5720 1.5 -0.5 -1.1 -1.303
C -5.5792 -5.4945 3.0694 0.6 0.8 0.2 -1.213
C -1.3217 -5.0081 -4.1730 -1.9 0.6 -1.7 -0.966
C 5.1271 -3.4967 -2.2812 -0.2 -2.0 -1.1 -0.310
C -5.3561 0.3249 6.9801 0.5 -0.5 0.9 -0.944
H -5.8994 -0.1889 7.7732 0.4 -0.7 -0.1 0.385
H 2.3746 3.9894 -5.8269 0.1 0.1 0.1 0.361
H 5.8499 -4.2678 -2.5476 0.3 -0.2 0.6 0.450
H -1.8541 0.8414 5.1830 -0.1 -0.2 0.2 0.251
H 0.2392 0.3012 -0.4757 -0.1 0.4 -0.3 0.315
H -5.0889 -6.4002 3.4265 0.2 0.0 -0.3 0.294
H 3.0667 5.5512 0.6574 0.6 -0.2 -0.2 0.274
H -1.8668 0.1024 -5.5053 -1.6 0.1 0.1 0.351
H -0.1184 7.3449 -3.9791 0.0 0.5 0.2 0.319
H -4.9823 -3.3602 2.6801 -0.4 -0.1 0.1 0.283
H -1.5980 3.1819 4.9405 -0.2 0.3 0.6 0.330
H -2.0429 0.0568 -3.6558 -0.1 0.1 -0.4 0.367
H -5.5103 -0.1709 6.0217 0.1 0.3 0.1 0.305
H 4.4892 -4.1106 -0.2604 -0.2 -0.1 -0.2 0.288
H 0.4436 4.1260 -4.7700 -0.7 0.3 0.3 0.296
H -2.2112 -4.8911 -3.5540 0.4 0.2 0.4 0.332
H -0.3249 -4.3278 3.4241 -0.3 0.6 0.2 0.372
H -3.5616 0.9732 4.7556 -0.2 -0.4 0.2 0.240
H 5.7337 -1.2324 -4.3448 0.2 0.3 -0.2 0.308
H -6.3841 -5.3377 3.7876 0.1 0.5 0.0 0.381
H 6.7899 -0.7630 2.2448 0.1 -0.3 0.0 0.302
H 7.3972 -1.2258 -5.1050 0.1 0.0 0.6 0.358
H 2.6645 3.4142 -4.1576 0.4 -0.1 -0.2 0.292
H -0.4254 -4.5045 -3.8109 -0.2 -0.3 -0.2 0.311
H 0.9750 0.5880 1.0564 -0.1 1.0 0.2 0.321
H 6.5034 -2.7542 -4.7470 0.2 0.0 -0.1 0.306
H -5.8143 1.3088 7.0805 0.8 0.3 -0.5 0.330
H 3.4212 -3.0658 -1.2703 -0.1 0.3 0.9 0.230
H -2.3512 2.6497 3.5641 -0.2 -0.9 -0.2 0.415
H 4.6901 6.3931 0.9417 -0.3 0.1 0.1 0.289
H 3.0373 7.0907 1.3875 0.6 0.3 0.1 0.289
H -3.3666 3.3889 4.6819 0.0 0.1 0.5 0.331
H 3.2257 5.0431 -4.6427 0.3 -0.3 -0.1 0.323
H -1.2698 -6.0650 -4.4347 0.5 0.1 0.2 0.400
H -6.9121 2.7384 0.9327 0.4 -0.3 -0.2 0.289
H -1.2813 -5.6663 2.9702 -0.4 -0.1 0.3 0.329
H 0.4641 2.0500 -0.0680 -0.3 -0.2 0.7 0.286
H -2.1472 -2.3107 -3.5868 0.3 -0.4 -0.1 0.277
H -3.2153 -1.9215 -4.9421 0.0 -0.3 0.1 0.311
H 6.5660 -2.5384 2.4588 0.0 0.2 -0.1 0.271
H 1.0659 5.7838 -4.8617 -0.6 0.3 0.2 0.255
H -7.6275 1.2832 0.1454 -0.2 0.3 -0.1 0.277
H -1.0425 7.9251 -2.5115 0.2 0.1 -0.2 0.386
H -1.9295 -4.5726 4.2894 0.2 0.1 -0.2 0.313
H -7.5415 2.8767 -0.7332 -0.1 -0.3 0.1 0.288
H 0.7629 7.6024 -2.3999 -0.2 0.2 -0.1 0.297
H -6.0376 -5.6641 2.0951 0.2 0.0 0.0 0.306
H 5.1600 -1.4198 2.4110 0.0 -0.1 0.6 0.283
H -0.6534 -0.3437 -4.7137 0.6 -0.6 1.2 0.327
H -4.0483 -4.1118 3.9369 0.0 -0.3 0.1 0.308
H 4.6170 -3.3560 -3.2342 -0.3 0.5 -0.1 0.332
H 3.3546 -4.6779 -1.5947 0.8 -0.6 -0.1 0.369
```
Forces are in eV/Å.